Formula: C31H32AsBrN4SV
Source: the OMol25 dataset
Level of theory: ωB97M-V with the def2-TZVPD basis set

CARTESIAN COORDINATES (ANGSTROEM)
V (14.76381, 11.95902, 12.12566)
C (11.43265, 14.01465, 11.62796)
C (12.26922, 13.67716, 12.86559)
C (13.65110, 13.82925, 12.93933)
C (14.28992, 13.59962, 14.18073)
C (13.54252, 13.22349, 15.31128)
C (12.16109, 13.13754, 15.24637)
C (11.52054, 13.46042, 14.05590)
H (12.01109, 13.85621, 10.68892)
H (11.09053, 15.08284, 11.60094)
H (10.54609, 13.36994, 11.50865)
H (14.16532, 14.32100, 12.12441)
H (15.35249, 13.88610, 14.28779)
H (14.09348, 12.95817, 16.21548)
H (11.60822, 12.85329, 16.14279)
H (10.42332, 13.48851, 14.10908)
N (14.91286, 10.10592, 11.07390)
N (15.49404, 9.17318, 12.00628)
C (15.11882, 9.20276, 13.28115)
N (15.66595, 8.27271, 14.10785)
S (14.14699, 10.46830, 13.89059)
H (14.02728, 9.72486, 10.72892)
H (15.51800, 10.19430, 10.24206)
H (16.29985, 8.63640, 11.68125)
H (15.99363, 7.38275, 13.75213)
H (15.59192, 8.35989, 15.14377)
C (6.75532, 11.55668, 11.84814)
C (7.42272, 11.93619, 10.70019)
C (8.68479, 11.46328, 10.45188)
C (9.30973, 10.53456, 11.31114)
C (8.64506, 10.23838, 12.51088)
C (7.41530, 10.79499, 12.80054)
As (11.22974, 10.04756, 11.13574)
C (11.15292, 9.78598, 9.19412)
C (9.95249, 9.32252, 8.67045)
C (9.72144, 9.34058, 7.29911)
C (10.66905, 9.83370, 6.42549)
C (11.85969, 10.34092, 6.96796)
C (12.07453, 10.37323, 8.31689)
C (11.13362, 8.14529, 11.75496)
C (11.36745, 7.16223, 10.80516)
C (11.54841, 5.81174, 11.18217)
C (11.50661, 5.49851, 12.52490)
C (11.38551, 6.48689, 13.50841)
C (11.19448, 7.78329, 13.09035)
H (5.72829, 11.92546, 12.02874)
H (6.97734, 12.60259, 9.98841)
H (9.24311, 11.76640, 9.56936)
H (9.20753, 9.62137, 13.20800)
H (6.99558, 10.64147, 13.76378)
H (9.17595, 8.91489, 9.32196)
H (8.80186, 8.88351, 6.90264)
H (10.57070, 9.80681, 5.34410)
H (12.64051, 10.79065, 6.30453)
H (13.05600, 10.75692, 8.68812)
H (11.39818, 7.38812, 9.74199)
H (11.68762, 5.02010, 10.41309)
H (11.53366, 4.46245, 12.80373)
H (11.32032, 6.19873, 14.55149)
H (11.06405, 8.57976, 13.83781)
Br (17.34718, 12.58538, 12.02384)
C (16.54141, 12.89646, 10.23638)
C (17.26749, 13.10772, 9.07824)
C (16.51074, 13.30491, 7.91151)
C (15.13300, 13.39580, 7.94872)
C (14.50247, 13.21522, 9.14653)
N (15.20080, 13.08762, 10.31767)
H (18.32184, 13.10488, 9.06729)
H (17.05653, 13.53703, 6.99925)
H (14.57085, 13.65506, 7.05173)
H (13.42227, 13.29297, 9.24158)

Forces on the atoms, in the same order (eV/Å):
-1.342 0.393 0.718
0.500 0.104 -0.876
-2.879 0.847 0.102
0.133 -0.309 0.683
0.404 0.551 0.358
1.236 -0.379 -0.349
0.251 0.161 0.057
0.257 -0.659 -0.167
-0.212 0.207 0.599
0.360 -0.888 0.297
0.295 0.233 0.408
0.115 0.248 -0.095
-0.574 -0.368 0.051
-0.305 0.304 -0.108
0.008 0.221 -0.295
0.507 -0.018 -0.644
0.700 -0.274 0.240
0.261 -0.060 -1.436
1.409 -1.277 1.828
-1.022 1.111 -0.051
0.101 0.407 -0.604
-0.256 -0.012 0.103
-0.042 -0.293 0.509
-0.470 -0.021 0.118
0.110 0.083 0.005
-0.156 -0.046 -1.333
-0.794 0.559 0.522
-0.176 -0.121 -0.212
1.686 -0.767 -0.160
-0.277 1.242 0.746
1.418 -0.007 -0.344
-0.013 -0.228 -0.451
-1.285 -0.862 -0.357
-0.208 0.958 0.209
-0.178 -0.448 -0.136
-0.666 -0.747 -0.399
1.021 0.244 0.215
0.512 0.812 -1.698
0.840 -0.521 1.237
1.181 0.403 -0.915
0.179 -1.097 -0.549
-0.215 0.559 -0.618
0.064 -0.203 0.245
-0.508 -0.642 -0.623
-0.106 1.401 1.254
0.786 -0.231 -0.012
-0.293 0.189 -0.191
-0.302 0.135 -0.052
-0.566 0.020 0.236
-0.520 -0.313 0.556
0.308 0.124 -0.185
0.422 0.401 0.260
-0.282 0.013 0.226
-0.841 -0.590 0.477
-0.799 -0.135 -0.152
-0.035 0.056 0.209
-0.179 0.753 0.687
0.208 -0.302 0.234
0.126 0.165 -0.058
0.090 -0.418 -0.131
-0.666 -0.040 -1.030
-0.484 1.402 -0.163
-1.335 -0.614 0.414
0.882 0.824 0.114
0.126 -0.061 -0.692
-0.200 0.707 1.428
0.545 -2.187 -0.525
1.032 -0.104 -0.043
-0.144 -0.247 0.031
0.061 -0.278 0.242
0.191 -0.071 0.034

Computed properties:
Energy above the lowest of the compared OMol25 structures with the same formula, charge and spin: 0.0 kJ/mol
2S+1: 3
Gap between HOMO and LUMO (alpha / beta): 3.42 / 4.90 eV
Calculated total energy: -206002.700 eV
Total charge: +3
LUMO energy (alpha / beta): -11.87 / -10.47 eV

Charges per atom according to Löwdin partitioning, unit e: atom 1 (V): 0.68, atom 2 (C): -0.02, atom 3 (C): -0.24, atom 4 (C): -0.21, atom 5 (C): -0.16, atom 6 (C): -0.09, atom 7 (C): -0.02, atom 8 (C): 0.03, atom 9 (H): 0.06, atom 10 (H): 0.12, atom 11 (H): 0.07, atom 12 (H): 0.11, atom 13 (H): 0.12, atom 14 (H): 0.13, atom 15 (H): 0.14, atom 16 (H): 0.15, atom 17 (N): -0.01, atom 18 (N): -0.01, atom 19 (C): -0.74, atom 20 (N): 0.17, atom 21 (S): 0.83, atom 22 (H): 0.07, atom 23 (H): 0.14, atom 24 (H): 0.19, atom 25 (H): 0.14, atom 26 (H): 0.16, atom 27 (C): -0.05, atom 28 (C): -0.07, atom 29 (C): -0.14, atom 30 (C): -0.39, atom 31 (C): -0.10, atom 32 (C): -0.06, atom 33 (As): 1.33, atom 34 (C): -0.44, atom 35 (C): -0.13, atom 36 (C): -0.04, atom 37 (C): -0.04, atom 38 (C): -0.09, atom 39 (C): -0.16, atom 40 (C): -0.39, atom 41 (C): -0.11, atom 42 (C): -0.05, atom 43 (C): -0.07, atom 44 (C): -0.07, atom 45 (C): -0.16, atom 46 (H): 0.13, atom 47 (H): 0.11, atom 48 (H): 0.10, atom 49 (H): 0.08, atom 50 (H): 0.11, atom 51 (H): 0.12, atom 52 (H): 0.13, atom 53 (H): 0.12, atom 54 (H): 0.12, atom 55 (H): 0.06, atom 56 (H): 0.09, atom 57 (H): 0.13, atom 58 (H): 0.11, atom 59 (H): 0.12, atom 60 (H): 0.09, atom 61 (Br): 0.95, atom 62 (C): -0.59, atom 63 (C): -0.01, atom 64 (C): 0.03, atom 65 (C): 0.01, atom 66 (C): -0.07, atom 67 (N): -0.09, atom 68 (H): 0.12, atom 69 (H): 0.15, atom 70 (H): 0.15, atom 71 (H): 0.11